# 1
A structure of composition C37H52CrN4P2SSi2, computed with the ωB97M-V functional and the def2-TZVPD basis.

Element x y z (Å)
C 1.80 -1.25 4.81
C 2.78 2.17 -2.27
H 0.79 -3.45 -0.48
P -1.09 -1.26 -0.52
C -0.04 3.19 2.79
C -2.76 -2.20 1.53
C 0.48 -4.61 -2.26
H -3.83 -1.36 -1.57
N -1.20 0.15 -1.33
C -1.21 2.59 -2.89
H 1.27 -5.31 -2.02
C -0.93 4.22 2.09
H 0.39 -1.62 3.20
S -1.20 3.94 0.31
C 3.40 -0.17 2.82
Si -1.36 0.71 -2.94
H 3.36 4.41 -0.16
H 4.04 0.24 2.04
H -2.11 3.05 -2.47
H 0.16 0.77 -4.90
H -3.15 -0.55 -4.23
H 5.34 2.10 -0.75
H -2.33 -2.11 -3.09
H 3.96 -2.13 -3.23
C 4.71 1.53 -0.07
Cr -0.49 1.20 0.39
H -3.66 1.02 2.91
C -0.08 -1.04 0.79
H 0.44 1.23 2.77
H 3.25 1.33 -2.80
H -0.46 5.20 2.19
H 4.90 0.47 -0.25
H 5.02 1.77 0.95
H 4.83 0.19 4.37
C -1.28 -3.86 -3.71
H -0.30 -0.90 -4.53
H 1.66 4.09 0.15
H 3.39 -0.76 6.15
H -1.10 2.98 -3.90
C 3.85 -0.20 4.13
C -3.05 0.42 -3.73
C -0.03 0.06 -4.09
H -3.21 1.18 -4.50
C -1.53 -2.80 -2.85
H -3.34 4.20 -0.67
C 3.05 -0.73 5.13
C -5.09 -2.06 0.02
H -0.06 -5.58 -4.09
H 4.85 -4.17 -2.15
H 0.99 3.34 2.47
H -2.98 0.38 0.84
H -3.43 4.21 1.07
H 2.96 -3.06 1.52
H -1.88 -3.98 -4.60
C -5.14 -2.48 1.34
C -3.48 2.22 0.17
P 1.53 -0.59 0.76
H -1.83 -2.24 2.09
C 0.23 -3.55 -1.40
C 2.97 -1.45 -1.46
H 2.56 -0.56 -1.93
C -3.87 -1.71 -0.54
H 4.35 -4.63 0.22
C -0.26 -4.76 -3.42
Si 2.91 1.98 -0.40
N -0.36 1.79 2.51
H -1.91 4.30 2.57
H -5.99 -2.00 -0.57
N -2.71 1.34 1.03
H -3.08 2.64 2.62
C 3.18 -2.85 0.48
C 4.25 -3.48 -1.58
H -1.59 1.58 4.23
H -6.09 -2.76 1.79
H -0.36 2.94 -2.31
C 2.67 3.72 0.31
H -4.55 2.22 0.41
H 1.17 -1.67 5.58
H -3.86 0.51 -3.00
H -1.42 0.15 3.19
C 2.68 -1.70 -0.12
H -0.09 3.39 3.87
H 2.88 3.73 1.39
H -3.36 1.84 -0.84
C 3.96 -3.74 -0.25
C -0.76 -2.62 -1.70
C -2.84 1.59 2.47
H 3.28 3.08 -2.59
H 1.74 2.22 -2.61
C 2.15 -0.67 2.48
C -3.97 -2.55 2.09
H 0.91 -0.09 -3.54
C 3.75 -2.33 -2.19
C -1.54 1.24 3.19
C 1.36 -1.22 3.49
C -3.00 3.68 0.22
H -4.01 -2.89 3.12
N 1.72 0.94 0.23
C -2.69 -1.78 0.20

Results
- F_max (eV/A) = 1.0
- 2S+1 = 5
- E_tot (eV) = -118767.937
- ⟨S²⟩ = 6.013
- HOMO (alpha / beta) (eV) = -5.5 / -6.9
- HOMO-LUMO gap (alpha / beta) (eV) = 5.782 / 7.151

=====

# 2
A structure of composition C37H52F3N4S2Si2V, computed with the ωB97M-V functional and the def2-TZVPD basis.

Element x y z (Å)
C -5.59 -0.37 -0.97
H 2.79 -3.68 -4.87
H -4.18 -2.32 3.02
C 0.68 5.49 -0.20
H 4.06 -1.42 3.69
H 0.82 -4.14 0.00
C 2.26 -1.39 -2.29
C 1.54 -0.43 1.63
Si -0.51 2.97 2.91
C -1.26 -3.80 0.18
H -1.63 -6.55 -0.09
H 0.05 -2.90 3.42
C -3.98 -1.65 2.20
C 2.59 2.87 -3.25
C -1.68 -6.03 -1.05
C 3.82 0.36 1.66
C -2.07 5.75 1.08
H -0.88 1.48 4.79
H 2.29 -2.94 4.50
F -5.08 -0.69 -2.16
C -4.61 -0.58 0.15
H 2.68 -1.27 -4.38
H 4.84 -4.30 -3.65
H 2.36 -4.09 -3.24
N 0.09 -3.49 -0.26
N -2.51 -0.06 1.18
H 4.52 -3.11 -2.40
H 0.61 3.04 0.90
C 3.08 -1.40 3.25
F -6.02 0.90 -1.04
H -3.03 5.30 1.33
H -0.26 -7.28 -2.12
S -2.91 1.28 -1.00
H 0.50 -5.98 -1.22
S -0.73 -1.31 -1.53
C -3.39 0.13 0.18
H 3.29 -1.14 -2.00
H -2.16 1.23 3.61
F -6.69 -1.13 -0.80
C -0.38 -6.24 -1.82
H 1.68 -0.48 -2.26
C 1.28 3.19 3.45
H 1.31 4.90 -0.86
C 4.37 -3.33 -3.46
H -5.83 -2.01 1.15
N 1.74 -2.30 -1.28
C -2.82 -0.91 2.16
C -1.79 4.46 -1.56
C -4.90 -1.47 1.16
C 2.20 1.17 0.06
C -0.48 2.99 1.03
H 4.91 -2.58 -4.03
H -0.72 2.14 -3.34
C 2.82 -0.49 2.20
H -2.10 -1.01 2.96
H -1.76 -2.85 0.40
H 4.81 0.36 2.09
H -0.35 -5.62 -2.72
H 1.23 5.67 0.72
H -1.63 6.15 1.99
H 1.90 2.38 3.06
H -0.40 -1.30 1.57
H 1.07 3.02 -4.76
C 1.30 2.72 -3.74
C 2.88 2.44 -1.97
H 1.16 -2.06 -4.00
H -2.06 -4.03 -1.78
Si -0.94 4.58 0.12
C 0.43 -2.42 -0.99
V -0.71 1.21 -0.05
C 0.53 1.80 -1.62
C 2.09 -2.24 3.69
H 1.38 3.18 4.54
C 2.21 -1.99 -3.70
H -1.17 -4.36 1.12
C 0.82 -2.21 3.08
H -2.27 5.43 -1.74
C -2.09 -4.58 -0.84
N 1.24 0.44 0.62
H -0.58 0.48 3.38
C -1.09 1.38 3.72
C 0.55 -1.33 2.08
H 2.35 -3.05 -0.99
H -1.08 5.27 3.79
H -2.48 -6.53 -1.60
H 4.28 1.78 0.16
C 3.52 1.15 0.60
C 2.89 -3.34 -3.84
C -1.52 4.27 3.83
H 3.89 2.54 -1.61
C 0.29 2.21 -2.94
H -1.07 4.30 -2.36
H -3.13 -4.54 -0.50
H -2.56 3.70 -1.64
H -1.55 3.96 4.87
H -2.27 6.59 0.41
H 0.50 6.46 -0.68
H -2.55 4.34 3.48
H 1.69 4.13 3.08
H 3.36 3.31 -3.87
C 1.87 1.87 -1.19

Results
- F_max (eV/A) = 0.7
- 2S+1 = 3
- E_tot (eV) = -116443.950
- ⟨S²⟩ = 2.026
- HOMO (alpha / beta) (eV) = -7.7 / -8.0
- HOMO-LUMO gap (alpha / beta) (eV) = 7.181 / 7.347

=====

# 3
A structure of composition C37H53MoN9O2PSeSi2 in a non-equilibrium geometry, computed with the ωB97M-V functional and the def2-TZVPD basis.

Element x y z (Å)
H 1.93 -2.76 1.55
H -3.84 0.29 1.25
H -0.52 0.00 -4.09
C 1.41 -4.81 1.37
H -2.42 -0.83 5.22
C -0.57 -1.08 -4.02
C 4.36 -0.34 -4.08
H 2.66 -3.17 -3.41
N 1.19 -0.36 1.20
N 0.51 -5.76 1.01
H -1.60 -1.37 -3.80
H -0.15 6.03 -1.11
H -0.82 -3.42 -2.74
N -2.82 3.52 -0.77
H 2.33 -5.17 1.79
H 4.06 5.22 -1.47
H 5.35 -0.61 0.80
H -3.97 0.42 -0.52
C 3.45 -0.06 1.61
C 2.75 0.55 2.65
H 5.35 -0.02 -4.38
H -1.70 1.80 2.62
H 0.82 -3.58 -2.11
H 6.57 0.48 2.69
H -1.43 4.56 0.37
C -2.40 -4.29 3.20
H -0.88 2.91 -1.19
C -1.83 -1.43 2.01
H -0.28 -1.50 -4.98
C -0.60 -5.30 0.48
N -2.20 -2.14 -0.64
C -4.17 3.02 -0.63
C -3.61 0.92 0.39
H -0.36 4.28 -3.25
C 3.46 4.93 -2.32
N -4.36 2.16 0.53
C 0.93 5.99 -0.96
H 0.69 -3.48 3.84
H 0.52 -3.59 -3.86
C -1.87 2.46 -1.07
C 3.41 1.18 3.68
H -3.73 -1.22 -1.82
C 2.44 -0.62 0.68
H -3.13 -4.24 2.39
C 0.71 4.11 -3.39
C 2.10 0.15 -3.46
N 0.08 -2.97 0.64
C 4.80 1.15 3.66
H 3.96 4.11 -2.82
C 4.09 -1.69 -3.91
H -0.01 -2.98 5.37
H 4.87 -2.42 -4.07
Mo -0.51 -1.01 0.26
H -2.74 -2.45 5.82
H 0.65 -0.23 -1.23
H -2.14 1.99 -2.02
C 0.06 -1.11 -1.58
C 1.30 0.33 2.38
P -1.75 1.15 0.26
C 5.50 0.50 2.65
H -4.85 3.87 -0.53
O 0.36 0.63 3.09
C 4.82 -0.11 1.60
C -2.01 -3.49 -0.40
N -2.97 -4.25 -0.96
C -1.61 2.35 1.68
H 1.33 0.89 -3.27
C 3.35 0.58 -3.85
H 3.55 1.64 -3.96
O 2.65 -1.26 -0.33
H -3.79 -1.75 4.61
Si -1.65 -2.56 3.53
H 1.04 4.76 -4.20
H -2.90 -1.48 1.78
C 0.22 -3.15 -2.91
H -4.03 2.22 2.58
C 0.08 -2.72 4.32
H -1.64 -5.01 2.91
C -2.75 -1.83 4.93
H 2.87 1.66 4.48
N -3.75 -3.34 -1.58
H 0.62 -1.77 4.27
H 1.35 6.91 -1.36
C -3.28 -2.09 -1.38
H -0.60 2.78 1.64
C -0.85 -3.94 0.26
H 5.35 1.64 4.45
H 3.42 5.77 -3.01
C -2.46 4.22 0.45
H -4.57 -3.64 -2.08
Se 1.66 2.71 -0.37
H -1.66 -0.43 2.43
H -4.64 3.73 1.85
C 1.81 -1.20 -3.31
H -2.91 -4.68 4.08
H 0.84 3.09 -3.72
H -3.13 5.09 0.55
N -2.60 3.40 1.64
H -1.35 -6.02 0.18
H -4.44 2.45 -1.53
C 0.38 -1.62 -2.93
C -3.95 2.89 1.72
C 2.83 -2.11 -3.53
C 1.18 -3.46 1.21
Si 1.69 4.44 -1.78
H 1.11 5.98 0.10

Results
- F_max (eV/A) = 4.0
- E_tot (eV) = -148984.775
- charge = -1
- HOMO (eV) = -3.7
- HOMO-LUMO gap (eV) = 4.980

=====

# 4
A structure of composition C37H54CdN13O3P2S in a non-equilibrium geometry, computed with the ωB97M-V functional and the def2-TZVPD basis.

Element x y z (Å)
H -5.44 -1.26 3.49
C -1.63 1.59 -2.59
H 4.25 -0.78 -3.25
N -1.22 0.67 5.09
H 2.54 -4.67 -2.43
H 3.48 2.22 -5.89
Cd -0.60 0.07 0.14
C 3.74 -1.66 -2.84
H -2.99 2.17 -4.15
C -5.03 -0.29 1.58
H -1.21 2.41 -5.85
C -2.86 4.07 -1.74
H -0.22 -1.98 -3.94
H 4.26 -2.90 2.83
N 2.55 -3.58 1.85
P 1.28 -3.05 0.93
H 3.56 -0.69 -0.29
C 3.19 3.84 -1.78
H -0.63 -1.27 5.57
C -3.91 1.68 1.72
H -5.44 1.92 -1.53
H 4.45 -2.21 -2.21
C -0.13 -5.26 0.27
H -0.55 -3.70 -4.24
N -4.31 1.85 3.01
H 1.10 -5.36 -3.21
C 0.60 1.94 3.36
S -2.60 2.58 0.97
C -2.39 1.25 -0.14
H 4.40 -2.90 1.06
N 2.58 -1.21 -2.10
C -0.29 -0.25 5.75
H 3.42 -2.30 -3.66
C 1.45 1.91 -5.43
H -1.72 -4.40 2.23
C 4.89 2.45 -2.28
C -5.62 4.05 -1.64
H -0.61 -6.07 0.82
O 0.04 -1.58 -1.51
H 2.51 1.39 5.05
H 3.43 0.59 -1.51
O 1.78 -3.25 -0.63
C 2.91 -0.26 -1.06
H -0.74 -5.01 -0.61
H 1.89 -5.52 2.16
H -1.40 2.74 4.81
H 1.20 1.72 -6.47
C 0.35 1.79 -4.48
C -1.96 1.96 -3.90
C -1.19 -3.60 1.70
H -5.51 -1.00 0.93
H 3.37 -5.43 1.17
H 3.38 -1.69 1.88
H -0.08 2.64 2.86
C 1.83 -4.55 -3.25
O 0.95 -1.64 1.19
C 0.55 1.33 -3.18
C 2.57 3.53 -2.98
H -0.73 2.24 6.38
H -3.41 0.74 -1.91
H -1.86 1.13 3.17
C 0.23 -2.94 -4.18
H -0.29 -0.05 6.82
C 3.22 2.61 -3.81
C -5.08 -0.38 2.99
C 2.72 2.23 -5.12
C -0.73 2.04 5.31
H -1.56 -0.61 3.47
C 3.72 -2.72 1.90
C -4.73 0.73 3.70
H 3.44 -5.12 2.91
C -3.56 5.26 -1.78
C -4.95 5.25 -1.75
H 2.38 -4.63 -4.20
H -4.15 2.72 3.48
H 1.51 1.48 6.52
H 1.61 2.06 2.96
N 0.61 2.22 4.79
N 1.18 -3.27 -3.14
N 0.04 -4.13 1.16
H 2.06 -0.22 3.41
C -4.92 2.86 -1.61
H -3.02 6.20 -1.84
N -4.32 0.67 1.00
H 5.84 2.02 -2.01
H 2.77 4.55 -1.08
N 4.39 2.08 -3.45
C 2.83 -4.99 2.02
C -2.75 1.56 -1.57
P 1.30 -2.26 -1.84
H 0.85 -5.60 -0.07
H -5.49 6.19 -1.78
H 1.53 0.98 -2.88
C -1.20 0.41 3.66
N 4.35 3.29 -1.43
C 1.05 -0.35 3.80
H 1.99 0.11 -0.58
C -0.97 2.08 -4.85
H -0.95 -2.81 2.41
H -1.78 4.08 -1.76
C 1.50 1.27 5.45
N 0.15 0.56 3.08
C -3.53 2.86 -1.66
N -0.39 1.27 -2.25
H -4.75 0.80 4.77
H 0.73 -1.38 3.62
H 0.72 -2.88 -5.15
H -1.86 -3.18 0.93
N 1.06 -0.10 5.23
H -6.70 4.04 -1.60
H 1.64 3.98 -3.27

Results
- F_max (eV/A) = 1.8
- E_tot (eV) = -98732.397
- charge = +1
- HOMO (alpha / beta) (eV) = -9.0 / -7.9
- HOMO-LUMO gap (alpha / beta) (eV) = 6.900 / 5.535

=====

Copy entry 4 word for word.
A structure of composition C37H54CdN13O3P2S in a non-equilibrium geometry, computed with the ωB97M-V functional and the def2-TZVPD basis.

Element x y z (Å)
H -5.44 -1.26 3.49
C -1.63 1.59 -2.59
H 4.25 -0.78 -3.25
N -1.22 0.67 5.09
H 2.54 -4.67 -2.43
H 3.48 2.22 -5.89
Cd -0.60 0.07 0.14
C 3.74 -1.66 -2.84
H -2.99 2.17 -4.15
C -5.03 -0.29 1.58
H -1.21 2.41 -5.85
C -2.86 4.07 -1.74
H -0.22 -1.98 -3.94
H 4.26 -2.90 2.83
N 2.55 -3.58 1.85
P 1.28 -3.05 0.93
H 3.56 -0.69 -0.29
C 3.19 3.84 -1.78
H -0.63 -1.27 5.57
C -3.91 1.68 1.72
H -5.44 1.92 -1.53
H 4.45 -2.21 -2.21
C -0.13 -5.26 0.27
H -0.55 -3.70 -4.24
N -4.31 1.85 3.01
H 1.10 -5.36 -3.21
C 0.60 1.94 3.36
S -2.60 2.58 0.97
C -2.39 1.25 -0.14
H 4.40 -2.90 1.06
N 2.58 -1.21 -2.10
C -0.29 -0.25 5.75
H 3.42 -2.30 -3.66
C 1.45 1.91 -5.43
H -1.72 -4.40 2.23
C 4.89 2.45 -2.28
C -5.62 4.05 -1.64
H -0.61 -6.07 0.82
O 0.04 -1.58 -1.51
H 2.51 1.39 5.05
H 3.43 0.59 -1.51
O 1.78 -3.25 -0.63
C 2.91 -0.26 -1.06
H -0.74 -5.01 -0.61
H 1.89 -5.52 2.16
H -1.40 2.74 4.81
H 1.20 1.72 -6.47
C 0.35 1.79 -4.48
C -1.96 1.96 -3.90
C -1.19 -3.60 1.70
H -5.51 -1.00 0.93
H 3.37 -5.43 1.17
H 3.38 -1.69 1.88
H -0.08 2.64 2.86
C 1.83 -4.55 -3.25
O 0.95 -1.64 1.19
C 0.55 1.33 -3.18
C 2.57 3.53 -2.98
H -0.73 2.24 6.38
H -3.41 0.74 -1.91
H -1.86 1.13 3.17
C 0.23 -2.94 -4.18
H -0.29 -0.05 6.82
C 3.22 2.61 -3.81
C -5.08 -0.38 2.99
C 2.72 2.23 -5.12
C -0.73 2.04 5.31
H -1.56 -0.61 3.47
C 3.72 -2.72 1.90
C -4.73 0.73 3.70
H 3.44 -5.12 2.91
C -3.56 5.26 -1.78
C -4.95 5.25 -1.75
H 2.38 -4.63 -4.20
H -4.15 2.72 3.48
H 1.51 1.48 6.52
H 1.61 2.06 2.96
N 0.61 2.22 4.79
N 1.18 -3.27 -3.14
N 0.04 -4.13 1.16
H 2.06 -0.22 3.41
C -4.92 2.86 -1.61
H -3.02 6.20 -1.84
N -4.32 0.67 1.00
H 5.84 2.02 -2.01
H 2.77 4.55 -1.08
N 4.39 2.08 -3.45
C 2.83 -4.99 2.02
C -2.75 1.56 -1.57
P 1.30 -2.26 -1.84
H 0.85 -5.60 -0.07
H -5.49 6.19 -1.78
H 1.53 0.98 -2.88
C -1.20 0.41 3.66
N 4.35 3.29 -1.43
C 1.05 -0.35 3.80
H 1.99 0.11 -0.58
C -0.97 2.08 -4.85
H -0.95 -2.81 2.41
H -1.78 4.08 -1.76
C 1.50 1.27 5.45
N 0.15 0.56 3.08
C -3.53 2.86 -1.66
N -0.39 1.27 -2.25
H -4.75 0.80 4.77
H 0.73 -1.38 3.62
H 0.72 -2.88 -5.15
H -1.86 -3.18 0.93
N 1.06 -0.10 5.23
H -6.70 4.04 -1.60
H 1.64 3.98 -3.27

Results
- F_max (eV/A) = 1.8
- E_tot (eV) = -98732.397
- charge = +1
- HOMO (alpha / beta) (eV) = -9.0 / -7.9
- HOMO-LUMO gap (alpha / beta) (eV) = 6.900 / 5.535